This record from the OMol25 dataset describes a molecular structure, C23H26IrN4O4PS6. The level of theory is ωB97M-V/def2-TZVPD.

CARTESIAN COORDINATES (ANGSTROEM)
1 Ir -1.31 -0.24 0.54
2 S -1.50 -0.93 2.90
3 S -2.04 0.62 4.01
4 S -1.48 2.27 2.93
5 S -2.18 1.85 1.06
6 O -4.64 -5.08 0.41
7 C -5.41 -4.01 0.34
8 O -6.61 -4.09 0.26
9 C -4.73 -2.69 0.37
10 C -5.38 -1.48 0.23
11 N -4.46 -0.50 0.30
12 N -3.25 -1.02 0.45
13 C -3.37 -2.34 0.47
14 C -2.10 -3.11 0.54
15 O -2.12 -4.34 0.57
16 O -1.04 -2.39 0.55
17 H -3.66 -4.85 0.47
18 H -6.42 -1.27 0.07
19 H -4.51 0.48 -0.06
20 S -1.58 0.27 -1.77
21 C -2.47 1.82 -1.94
22 S -4.06 2.04 -1.39
23 C -1.82 2.81 -2.66
24 C -0.51 2.69 -3.21
25 N 0.54 2.59 -3.67
26 C -2.46 4.06 -2.93
27 N -2.97 5.08 -3.13
28 C 3.57 -0.23 1.82
29 C 2.04 -0.41 1.84
30 C 1.76 -1.87 2.20
31 C 1.56 0.54 2.94
32 P 1.08 0.05 0.27
33 C 1.70 1.74 -0.08
34 C 3.03 1.98 -0.44
35 C 3.49 3.26 -0.69
36 C 2.62 4.34 -0.58
37 C 1.30 4.13 -0.24
38 C 0.85 2.84 0.00
39 C 1.76 -0.98 -1.22
40 C 1.77 -0.11 -2.48
41 C 3.18 -1.53 -1.05
42 C 0.88 -2.20 -1.50
43 H 3.93 -0.49 2.82
44 H 3.86 0.81 1.65
45 H 4.09 -0.87 1.12
46 H 2.16 -2.08 3.19
47 H 2.24 -2.55 1.50
48 H 0.70 -2.12 2.20
49 H 2.00 0.22 3.89
50 H 0.49 0.56 3.05
51 H 1.90 1.56 2.74
52 H 3.72 1.16 -0.55
53 H 4.52 3.41 -0.98
54 H 2.98 5.34 -0.79
55 H 0.60 4.95 -0.19
56 H -0.20 2.69 0.23
57 H 2.58 0.62 -2.50
58 H 0.84 0.43 -2.63
59 H 1.90 -0.78 -3.34
60 H 3.94 -0.77 -0.93
61 H 3.41 -2.07 -1.97
62 H 3.26 -2.25 -0.23
63 H -0.15 -1.93 -1.75
64 H 0.85 -2.90 -0.67
65 H 1.31 -2.71 -2.37

Values from the calculation:
multiplicity	2
net charge	-1
E_tot	-115568.4769	eV
relative energy (zero: lowest compared OMol25 entry of this formula, charge and spin)	50.3	kJ/mol
orbital gap (spin up / spin down)	6.769 / 4.625	eV
HOMO energy (spin up / spin down)	-5.08 / -5.07	eV